No. 1
Entry from OMol25: a molecular structure, C5H10N6O3Pt (wB97M-V/def2-TZVPD).

Each line ends with the Löwdin charge.
Element x y z (Å)
Pt1 0.775 0.643 -0.945  1.23
N1 2.953 0.016 -0.835  0.00
N2 3.429 0.009 0.480  0.03
C1 2.543 -0.030 1.500  -0.38
N3 2.976 -0.127 2.733  0.26
N4 1.271 0.076 1.088  -0.01
N5 0.190 0.056 2.016  -0.41
O1 0.410 -0.187 3.180  0.12
O2 -0.877 0.287 1.524  0.08
H1 2.975 -0.933 -1.215  0.15
H2 3.547 0.609 -1.411  0.14
H3 4.424 -0.065 0.639  0.19
H4 3.960 -0.198 2.950  0.16
H5 2.307 -0.175 3.490  0.12
O3 0.679 3.596 -1.755  0.23
C2 0.880 2.518 -1.541  -0.20
C3 -4.208 -1.511 -1.229  -0.05
C4 -3.705 -0.064 -1.378  -0.16
C5 -2.255 0.040 -1.436  -0.08
N6 -1.107 0.066 -1.479  0.02
H6 -5.287 -1.485 -1.105  0.10
H7 -3.763 -2.001 -0.365  0.09
H8 -3.980 -2.099 -2.115  0.09
H9 -4.019 0.543 -0.524  0.14
H10 -4.120 0.415 -2.267  0.14

Properties
2S+1: 1
Energy above the lowest of the compared OMol25 structures with the same formula, charge and spin: 2.4188 eV
HOMO-LUMO gap (spin up / spin down): 7.3 / 7.3 eV
E_HOMO (spin up / spin down): -17.40 / -17.44 eV
Total charge: +2


No. 2
Entry from OMol25: 2 unconnected molecules or ions with the total composition C5H10N6O4 (wB97M-V/def2-TZVPD).

Each line ends with the Löwdin charge.
Element x y z (Å)
O1 -1.640 -2.791 -0.283  0.12
N1 -1.633 -2.027 0.624  -0.34
O2 -2.517 -1.536 1.232  0.14
N2 -0.183 -1.965 1.296  -0.31
O3 0.727 -2.477 0.735  0.13
O4 -0.109 -1.252 2.238  0.14
C1 -2.029 1.309 1.099  -0.02
C2 -0.727 0.950 0.371  -0.25
N3 -0.892 -0.074 -0.387  0.06
N4 0.211 -0.360 -1.040  -0.16
C3 0.370 -1.288 -2.099  0.01
C4 1.174 0.489 -0.711  -0.31
N5 2.432 0.593 -1.268  0.11
C5 0.654 1.376 0.265  -0.20
N6 1.244 2.572 0.660  0.09
H1 -2.961 1.118 0.627  0.07
H2 -1.988 2.369 1.314  0.07
H3 -2.076 0.735 1.986  0.05
H4 0.160 -0.680 -2.998  0.12
H5 1.414 -1.563 -2.261  0.09
H6 -0.222 -2.066 -1.795  0.04
H7 3.042 -0.259 -1.285  0.11
H8 3.002 1.410 -0.844  0.13
H9 0.549 2.959 1.246  0.07
H10 1.998 2.457 1.279  0.06

Properties
2S+1: 1
Energy above the lowest of the compared OMol25 structures with the same formula, charge and spin: 0.6295 eV
HOMO-LUMO gap: 6.9 eV
E_HOMO: -7.77 eV
Structure (SMILES): O=[N+]([O-])[N+](=O)[O-].Cc1nn(C)c(N)c1N


No. 3
Entry from OMol25: a gas-phase ion, C5H10NO (charge -1) (wB97M-V/def2-TZVPD).

Each line ends with the Löwdin charge.
Element x y z (Å)
C1 1.156 -1.772 -0.207  -0.12
C2 0.223 -0.811 0.623  -0.22
C3 -0.295 0.415 -0.039  -0.43
N1 -1.723 0.175 -0.682  -0.16
O1 -2.341 -0.687 0.290  -0.49
C4 0.397 1.670 -0.630  -0.09
C5 -0.347 1.754 0.667  -0.14
H1 1.474 -2.602 0.456  0.05
H2 2.109 -1.461 -0.717  0.06
H3 0.510 -2.154 -0.989  0.05
H4 0.972 -0.386 1.406  0.12
H5 -0.619 -1.322 1.003  0.06
H6 -1.713 -0.414 -1.466  0.02
H7 -0.065 1.837 -1.582  0.08
H8 1.433 1.800 -0.576  0.05
H9 0.104 1.716 1.639  0.08
H10 -1.273 2.243 0.802  0.07

Properties
2S+1: 1
Energy above the lowest of the compared OMol25 structures with the same formula, charge and spin: 3.2692 eV
HOMO-LUMO gap: 5.6 eV
E_HOMO: -1.50 eV
Structure (SMILES): CCC1(N[O-])CC1
Total charge: -1


No. 4
Entry from OMol25: a gas-phase ion, C5H10NO (charge -1) (wB97M-V/def2-TZVPD).

Each line ends with the Löwdin charge.
Element x y z (Å)
N1 -0.452 -0.885 3.189  -0.01
C1 -0.701 -0.146 1.994  -0.25
C2 -0.488 -0.513 0.741  -0.12
C3 -0.505 0.550 -0.358  -0.25
C4 -0.108 0.189 -1.779  -0.25
C5 1.418 0.389 -2.068  -0.58
O1 1.763 1.670 -2.272  -0.37
H1 -0.102 -1.823 3.175  0.05
H2 -1.262 -0.904 3.798  0.05
H3 -0.905 0.888 2.245  0.11
H4 0.003 -1.424 0.411  0.10
H5 0.294 1.242 -0.045  0.10
H6 -1.408 1.168 -0.275  0.10
H7 -0.426 -0.840 -2.055  0.08
H8 -0.672 0.764 -2.521  0.09
H9 1.953 -0.068 -1.204  0.07
H10 1.599 -0.257 -2.976  0.07

Properties
2S+1: 1
Energy above the lowest of the compared OMol25 structures with the same formula, charge and spin: 0.9694 eV
HOMO-LUMO gap: 5.7 eV
E_HOMO: -2.14 eV
Structure (SMILES): N/C=C/CCC[O-]
Total charge: -1


No. 5
Entry from OMol25: 2 unconnected molecules or ions with the total composition C5H10NO (wB97M-V/def2-TZVPD).

Each line ends with the Löwdin charge.
Element x y z (Å)
C1 -2.521 0.331 -0.549  -0.54
O1 -3.655 0.678 0.124  -0.37
C2 -1.418 0.006 0.503  -0.25
C3 -0.122 -0.284 -0.145  -0.13
C4 0.816 -1.181 0.229  -0.15
C5 2.184 -0.995 0.083  -0.09
N1 2.774 0.409 -0.285  0.01
H1 -2.023 1.214 -1.069  0.08
H2 -2.512 -0.652 -1.375  0.12
H3 -1.825 -0.639 1.271  0.09
H4 -1.341 0.970 1.039  0.11
H5 0.525 1.716 -0.452  0.09
H6 0.361 0.691 -0.457  -0.09
H7 0.529 -2.119 0.602  0.09
H8 2.909 -1.719 0.208  0.05
H9 1.970 1.000 -0.299  -0.09
H10 3.351 0.576 0.572  0.07

Properties
2S+1: 1
Energy above the lowest of the compared OMol25 structures with the same formula, charge and spin: 6.4736 eV
HOMO-LUMO gap: 4.9 eV
E_HOMO: -2.66 eV
Total charge: -1


No. 6
Entry from OMol25: a gas-phase ion, C5H10NO (charge +1) (wB97M-V/def2-TZVPD).

Each line ends with the Löwdin charge.
Element x y z (Å)
C1 2.350 -0.451 -0.246  0.29
N1 1.205 -0.315 0.366  0.01
C2 0.262 -0.610 1.378  0.04
C3 -0.119 0.167 0.168  -0.42
C4 -0.349 1.673 0.113  0.03
C5 -0.978 -0.588 -0.786  -0.18
O1 -2.352 -0.337 -0.454  -0.02
H1 3.208 -0.891 0.061  0.09
H2 2.329 -0.056 -1.202  0.10
H3 0.454 -0.125 2.368  0.16
H4 0.003 -1.717 1.359  0.17
H5 0.367 1.996 -0.670  0.10
H6 -0.256 2.211 1.071  0.10
H7 -1.462 1.822 -0.189  0.13
H8 -0.772 -0.269 -1.845  0.15
H9 -0.773 -1.658 -0.865  0.13
H10 -3.117 -0.851 -0.628  0.09

Properties
2S+1: 1
Energy above the lowest of the compared OMol25 structures with the same formula, charge and spin: 3.6566 eV
HOMO-LUMO gap: 9.3 eV
E_HOMO: -14.56 eV
Structure (SMILES): C=[N+]1C[C@]1(C)CO
Total charge: +1


| no. | total energy (eV) |
| --- | --- |
| 1 | -23655.670 |
| 2 | -22469.473 |
| 3 | -8880.849 |
| 4 | -8883.148 |
| 5 | -8877.644 |
| 6 | -8874.924 |